{"formula": "C2H6N2O3", "method": "ωB97M-V/def2-TZVPD", "homo_ha": -0.3406, "de_lowest_kcal_mol": 71.9, "multiplicity": 1, "species": ["C", "N", "N", "O", "H", "H", "H", "H", "C", "O", "O", "H", "H"], "xyz": [[-0.1889, 0.1323, -0.5829], [0.8451, 0.8789, -1.0973], [-1.1908, -0.2675, -1.4348], [-0.6874, 0.6180, 0.6503], [0.8536, 1.1309, -2.0746], [1.5409, 1.1532, -0.4192], [-1.9265, -0.7986, -0.9925], [-1.1593, -0.0324, -2.4155], [-0.1256, -0.3773, 1.5200], [1.1662, 0.0016, 1.8463], [-0.8385, -0.9845, 2.2879], [1.4182, -0.5107, 2.6266], [0.2930, -0.9438, 0.0858]], "forces_ev_per_angstrom": [[1.0, -2.4, 1.7], [-0.4, -0.1, -0.3], [0.2, 0.4, -0.2], [0.4, -0.7, 1.0], [0.4, 0.0, 0.4], [-0.1, 0.2, -0.5], [0.0, 0.3, -0.6], [-0.3, -0.3, 0.3], [-1.5, 2.9, 2.2], [-0.4, -0.4, -0.5], [0.9, -0.4, -1.3], [-0.1, -0.1, -0.1], [-0.2, 0.6, -2.2]]}